DFT (ωB97M-V with the def2-TZVPD basis set) results for a structure of composition C36H71NO16 in a non-equilibrium geometry.

Results
- Electronic energy: -2672.1533 a.u.
- 2S+1: 1
- HOMO-LUMO gap: 9.3 eV
- Relative energy (zero: lowest compared OMol25 entry of this formula, charge and spin): 2035.7 kJ/mol
- Charge: 0

Geometry (Å):
O: 4.590 -2.163 0.512
C: 5.096 -2.851 1.426
O: 4.608 -3.008 2.647
C: 3.383 -2.279 2.989
C: 2.106 -2.759 2.304
C: 6.429 -3.655 1.185
H: 3.568 -1.216 2.834
H: 3.229 -2.528 4.039
H: 1.319 -2.247 2.857
H: 1.925 -3.831 2.381
H: 2.145 -2.476 1.252
H: 6.590 -3.668 0.107
H: 6.444 -4.700 1.492
H: 7.231 -3.092 1.663
O: -3.448 1.520 4.941
C: -3.379 0.325 4.721
O: -3.170 -0.250 3.439
C: -2.957 0.511 2.341
C: -2.767 -0.220 1.045
C: -3.539 -0.670 5.835
H: -2.088 1.166 2.398
H: -3.808 1.180 2.215
H: -1.955 -0.947 1.068
H: -2.633 0.462 0.206
H: -3.650 -0.829 0.847
H: -3.577 -0.226 6.830
H: -2.702 -1.363 5.754
H: -4.519 -1.128 5.699
O: 2.232 3.561 4.660
C: 1.291 2.995 5.183
O: 0.515 2.157 4.692
C: 0.629 1.518 3.449
C: -0.815 1.193 3.230
C: 0.784 3.586 6.442
H: 1.323 0.679 3.497
H: 0.890 2.233 2.668
H: -0.837 1.272 2.143
H: -1.456 1.997 3.590
H: -1.137 0.201 3.548
H: 0.662 2.826 7.213
H: 0.014 4.355 6.379
H: 1.534 4.275 6.832
O: 1.202 -1.067 -0.314
C: 0.343 -0.636 0.445
O: -0.492 0.350 0.155
C: -0.428 0.903 -1.252
C: -1.858 1.425 -1.542
C: 0.314 -1.056 1.919
H: -0.323 0.190 -2.069
H: 0.372 1.633 -1.379
H: -2.022 1.440 -2.619
H: -2.165 2.403 -1.173
H: -2.504 0.579 -1.305
H: -0.161 -2.010 2.150
H: -0.264 -0.239 2.351
H: 1.322 -1.055 2.333
O: -1.453 -1.921 -4.837
C: -0.522 -2.624 -4.368
O: 0.808 -2.306 -4.201
C: 1.305 -1.057 -4.648
C: 1.217 0.021 -3.552
C: -0.727 -4.047 -3.918
H: 0.743 -0.687 -5.506
H: 2.342 -1.130 -4.975
H: 0.176 0.203 -3.286
H: 1.820 0.860 -3.900
H: 1.494 -0.389 -2.581
H: -0.244 -4.772 -4.572
H: -1.792 -4.277 -3.936
H: -0.409 -4.009 -2.876
O: -2.960 1.386 -6.290
C: -2.137 1.762 -5.420
O: -0.887 2.075 -5.637
C: -0.238 1.935 -6.818
C: 0.305 0.597 -7.196
C: -2.570 1.828 -4.009
H: 0.694 2.501 -6.832
H: -0.821 2.432 -7.593
H: 0.835 0.244 -6.312
H: 1.096 0.786 -7.922
H: -0.460 -0.031 -7.653
H: -1.682 2.157 -3.468
H: -2.751 0.814 -3.650
H: -3.247 2.680 -3.964
O: -2.388 4.031 -3.419
C: -1.918 3.948 -2.263
O: -0.703 3.817 -1.883
C: 0.231 3.379 -2.941
C: 1.235 4.370 -3.370
C: -2.853 4.034 -1.074
H: -0.331 3.053 -3.816
H: 0.759 2.559 -2.453
H: 1.709 4.662 -2.433
H: 0.785 5.225 -3.875
H: 2.116 4.069 -3.937
H: -3.091 5.067 -0.821
H: -2.335 3.742 -0.161
H: -3.772 3.447 -1.083
O: -2.788 -4.477 1.556
C: -1.955 -4.119 2.375
O: -1.815 -4.707 3.512
C: -2.662 -5.725 3.939
C: -2.291 -6.160 5.363
C: -1.105 -2.870 2.190
H: -2.568 -6.553 3.236
H: -3.721 -5.466 3.915
H: -1.287 -6.572 5.250
H: -3.061 -6.779 5.823
H: -2.276 -5.178 5.836
H: -1.278 -2.214 3.043
H: -1.539 -2.256 1.401
H: -0.020 -2.967 2.147
C: 2.955 0.313 -1.052
C: 3.169 1.619 -0.329
C: 2.523 2.827 -0.994
C: 3.105 3.200 -2.330
N: 3.600 3.568 -3.342
H: 3.487 0.287 -2.004
H: 1.999 -0.210 -1.081
H: 3.483 -0.422 -0.445
H: 4.197 1.955 -0.195
H: 2.945 1.417 0.718
H: 2.638 3.641 -0.278
H: 1.450 2.648 -1.056



DFT (ωB97M-V with the def2-TZVPD basis set) results for a structure of composition C25H34N8OPdS2SeSi2Te.

Results
- Electronic energy: -5658.3264 a.u.
- 2S+1: 5
- HOMO-LUMO gap (spin up / spin down): 7.4 / 5.6 eV
- Relative energy (zero: lowest compared OMol25 entry of this formula, charge and spin): 92.7 kJ/mol
- Charge: +2

Geometry (Å):
Pd: 0.418 -0.904 0.395
C: 5.019 1.599 1.772
S: 4.313 0.457 2.959
C: 2.738 0.201 2.359
S: 2.066 0.924 0.996
N: 2.079 -0.692 3.173
N: 0.843 -0.854 2.794
C: -0.176 -0.931 3.553
C: -1.489 -1.089 2.920
C: -2.610 -1.351 3.692
C: -3.850 -1.443 3.072
C: -3.922 -1.252 1.705
C: -2.752 -0.987 1.005
N: -1.560 -0.903 1.587
H: 6.072 1.680 2.034
H: 4.545 2.575 1.846
H: 4.915 1.201 0.764
H: -0.095 -0.791 4.628
H: -2.510 -1.483 4.761
H: -4.739 -1.651 3.652
H: -4.863 -1.300 1.175
H: -2.783 -0.837 -0.069
O: -0.701 -2.240 -2.612
N: 0.102 -2.963 -3.135
C: 1.355 -3.178 -2.885
C: 1.936 -2.441 -1.793
N: 2.261 -1.793 -0.899
C: 2.097 -4.102 -3.676
N: 2.724 -4.845 -4.285
C: -2.583 4.487 -1.336
Si: -2.958 3.465 0.181
C: -4.348 2.259 -0.151
C: -3.305 4.521 1.674
C: -1.417 2.413 0.602
Te: -0.772 1.232 -1.027
C: 0.654 2.606 -1.768
Si: 1.255 2.265 -3.552
C: 2.021 3.851 -4.149
C: -0.215 1.766 -4.593
C: 2.502 0.866 -3.435
H: -3.454 5.094 -1.596
H: -2.356 3.874 -2.214
H: -1.752 5.176 -1.170
H: -5.253 2.794 -0.446
H: -4.592 1.681 0.744
H: -4.115 1.563 -0.962
H: -4.209 5.114 1.520
H: -2.488 5.217 1.872
H: -3.459 3.916 2.570
H: -1.643 1.729 1.422
H: -0.555 3.019 0.890
H: 1.491 2.623 -1.067
H: 0.138 3.566 -1.696
H: 1.295 4.666 -4.166
H: 2.409 3.736 -5.163
H: 2.855 4.156 -3.513
H: -0.917 2.592 -4.721
H: -0.771 0.919 -4.181
H: 0.123 1.470 -5.588
H: 3.522 1.255 -3.428
H: 2.422 0.185 -4.284
H: 2.378 0.283 -2.519
Se: -1.501 -4.124 0.264
N: 0.023 -3.239 0.637
C: 0.813 -4.073 1.296
C: 2.140 -3.793 1.748
C: 2.817 -4.765 2.403
C: 2.251 -6.063 2.662
C: 1.006 -6.380 2.245
C: 0.249 -5.390 1.536
N: -0.960 -5.598 1.066
H: 2.591 -2.832 1.547
H: 3.827 -4.573 2.742
H: 2.848 -6.790 3.194
H: 0.560 -7.349 2.420



DFT (ωB97M-V with the def2-TZVPD basis set) results for the molecule C17H19BrN2O3S.

Results
- Electronic energy: -3966.6531 a.u.
- 2S+1: 1
- SMILES: O=C(CNS(=O)(=O)c1cccc(Br)c1)NCCCc1ccccc1
- HOMO-LUMO gap: 9.3 eV
- Relative energy (zero: lowest compared OMol25 entry of this formula, charge and spin): 21.9 kJ/mol
- Charge: 0

Geometry (Å):
O: -0.399 2.894 0.642
C: -0.599 1.938 1.368
N: -1.295 0.853 1.011
H: -1.241 0.023 1.584
C: -1.839 0.704 -0.324
H: -1.067 0.359 -1.021
C: -3.005 -0.279 -0.327
H: -3.678 -0.039 0.498
H: -3.556 -0.155 -1.260
C: -2.538 -1.737 -0.210
C: -1.719 -2.146 -1.403
C: -2.315 -2.313 -2.647
C: -1.557 -2.654 -3.752
C: -0.189 -2.832 -3.628
C: 0.413 -2.675 -2.391
C: -0.348 -2.336 -1.285
H: 0.117 -2.229 -0.315
H: 1.479 -2.820 -2.286
H: 0.404 -3.097 -4.491
H: -2.033 -2.785 -4.713
H: -3.383 -2.182 -2.750
H: -3.419 -2.378 -0.133
H: -1.940 -1.868 0.694
H: -2.160 1.699 -0.645
C: -0.129 1.952 2.825
N: 0.251 0.644 3.315
S: 1.288 -0.336 2.425
O: 0.479 -1.260 1.684
O: 2.220 -0.874 3.368
C: 2.117 0.760 1.280
C: 2.969 1.709 1.806
C: 3.562 2.609 0.937
C: 3.314 2.557 -0.427
C: 2.474 1.579 -0.931
C: 1.868 0.673 -0.075
H: 1.210 -0.098 -0.441
H: 2.285 1.531 -1.991
H: 3.777 3.277 -1.085
Br: 4.721 3.936 1.629
H: 3.170 1.728 2.867
H: 0.577 0.665 4.270
H: -0.967 2.312 3.433
H: 0.680 2.692 2.897